(1)
This record from OMol25 describes C24H25BF6FeN2O5S as an isolated structure. The level of theory is the ωB97M-V functional and the def2-TZVPD basis.

Geometry as XYZ:
```
65
Properties=species:S:1:pos:R:3
C 4.142 -1.321 0.966
C -3.526 0.668 0.664
H -0.737 0.077 4.323
F 0.741 -1.609 -1.166
O 2.025 3.540 -0.332
H -4.946 4.012 -2.266
F 0.311 -3.484 0.120
H 3.954 0.964 -4.297
F -0.188 -3.486 -2.134
H 1.444 0.811 3.101
H 1.587 -1.926 4.505
C -2.051 2.311 -2.182
Fe -0.795 0.013 -0.509
C -3.421 1.612 -0.452
C 0.864 0.082 -3.312
O 0.397 2.088 -0.002
H -5.428 -0.456 3.256
C -2.495 -0.243 0.812
H 5.030 -0.782 0.629
C 1.197 -0.907 4.442
N 0.708 0.874 -2.266
H 4.301 -1.517 2.032
C -0.330 -0.808 -3.505
C -4.599 -0.400 2.565
O -1.285 -0.716 -2.768
H 2.921 -0.156 3.355
C 2.014 0.073 -4.085
H -5.337 2.562 -0.308
H 4.881 -3.254 0.335
C -2.468 -1.243 1.755
H -1.679 -1.978 1.815
H 2.103 -0.601 -4.924
C -4.570 0.560 1.578
H -0.691 -1.501 3.543
F -3.568 -2.237 3.576
H 3.665 2.453 -2.338
C -2.983 3.219 -2.633
N -2.253 1.523 -1.117
C 1.835 -0.199 3.252
C -4.184 3.314 -1.947
C 1.677 1.709 -1.932
C 2.867 1.783 -2.634
H 3.131 -3.209 0.548
O -0.211 -1.656 -4.504
C 3.033 0.943 -3.731
F -5.607 1.419 1.519
C 1.315 2.472 -0.680
H -1.105 2.196 -2.685
H -0.948 -2.292 -4.459
C -4.407 2.508 -0.849
H -2.774 3.830 -3.499
H 2.609 -0.370 -0.249
H 1.539 -0.389 5.340
H 2.655 3.799 -1.019
F -1.381 -2.130 -0.685
H 3.133 0.621 1.141
C -3.544 -1.291 2.626
C 2.944 -0.396 0.788
O 0.305 -0.259 1.122
C -0.326 -0.932 4.398
H -0.729 -1.399 5.295
S 1.517 -1.022 1.685
C 3.994 -2.635 0.206
B -0.129 -2.779 -0.961
H 3.860 -2.451 -0.862
```

Computed properties:
spin multiplicity = 6
HOMO energy (spin up / spin down) = -11.16 / -11.15 eV
electronic energy = -3701.26943 hartree
charge = +1

(2)
This record from OMol25 describes C24H25BrN8O3PS3Sr as an isolated structure. The level of theory is the ωB97M-V functional and the def2-TZVPD basis.

Geometry as XYZ:
```
66
Properties=species:S:1:pos:R:3
C -3.333 -0.912 -2.276
H 5.433 1.987 1.738
C -4.589 0.975 -2.349
H 1.208 2.796 3.404
H -2.629 1.953 2.868
O 4.883 -2.715 0.118
H -5.220 1.682 -1.817
C -2.354 -1.060 0.741
H -3.121 0.236 6.767
P 3.850 -1.460 -0.050
N -0.796 5.419 -3.969
H 5.864 -2.774 -1.692
H -2.112 -1.874 5.946
C -1.195 2.240 -2.814
C 6.947 -3.856 -0.159
H -3.379 2.151 5.220
C -2.239 -1.033 5.274
H 6.561 0.708 2.225
C 5.553 1.104 2.367
N -0.728 1.250 -2.416
N -1.826 3.279 -3.280
H 4.621 -0.834 2.610
H 3.504 0.461 2.155
O -3.091 0.430 -5.616
H -5.116 -3.082 0.876
C -2.977 -0.810 -3.606
H -4.307 -3.582 -1.416
H 6.614 -1.742 -0.468
C -1.212 4.389 -3.622
C -4.303 1.182 -3.688
C -4.267 -2.556 0.453
H 7.882 -3.890 -0.722
C 6.098 -2.694 -0.628
H -4.658 2.070 -4.194
O 4.678 -0.240 0.617
C -2.536 1.114 3.546
H 2.378 3.316 2.255
C -3.833 -2.831 -0.796
H -2.106 -2.631 -2.046
S 1.873 1.892 0.089
N 0.113 1.184 2.076
C -1.834 -1.141 3.950
H -3.981 -1.267 2.172
N -1.861 -1.357 -0.427
H -3.289 1.334 -5.883
C -1.561 -0.203 1.648
H -1.391 -2.062 3.589
C -3.470 0.275 -4.319
H 6.415 -4.796 -0.308
C -3.604 -1.576 1.209
H 5.437 1.401 3.411
C -2.802 0.149 5.735
H -2.257 -1.492 -4.044
N 1.787 2.583 2.606
N -4.133 -0.049 -1.647
N -0.534 0.418 1.177
S 3.601 -1.045 -1.961
C -1.981 -0.071 3.074
C 1.164 1.829 1.620
C -2.731 -2.021 -1.390
Br 0.167 -2.750 -3.474
S 2.272 -1.974 1.028
H 7.181 -3.757 0.902
C 4.512 0.070 2.004
C -2.948 1.223 4.866
Sr 0.703 -0.669 -1.175
```

Computed properties:
spin multiplicity = 2
HOMO energy (spin up / spin down) = -2.61 / -2.57 eV
electronic energy = -5734.30036 hartree
charge = -2

(3)
This record from OMol25 describes a 2-piece molecular cluster, C24H25F3N3O5S overall. The level of theory is the ωB97M-V functional and the def2-TZVPD basis.

Geometry as XYZ:
```
61
Properties=species:S:1:pos:R:3
C -2.107 -1.985 0.293
C -2.340 1.719 -2.459
H 0.564 -5.949 2.969
C 0.245 -0.210 -5.224
C 0.608 -2.572 0.542
H 0.667 -4.164 3.184
C -0.342 -3.558 0.876
C -1.713 -3.238 0.724
H -0.229 -6.859 0.881
H -2.117 3.804 -5.052
H 0.649 -1.133 -4.815
F 1.785 2.717 -2.262
F 0.716 4.617 -2.473
C -0.754 -0.177 -2.968
H -2.454 -4.003 0.964
C 0.109 -5.947 0.370
C 2.514 1.283 2.623
H -2.073 0.956 0.022
H 1.926 -5.044 2.238
H -0.510 2.841 2.382
H -0.388 -0.426 -6.093
C -1.511 0.602 -1.971
C 1.251 1.011 4.686
C -2.501 3.558 -4.062
N -1.917 2.296 -3.673
H -0.693 1.939 4.679
C 2.431 0.839 3.940
C 1.407 3.853 -1.610
C 0.855 -5.001 2.495
H 2.285 2.024 -0.029
C 1.382 1.894 1.970
H 3.289 0.368 4.429
O -0.724 2.195 -5.657
H 1.819 0.824 6.789
H -3.595 3.492 -4.068
O -0.284 -1.304 -2.760
H 3.469 1.239 2.079
H 1.038 0.466 -5.547
H -2.199 4.316 -3.328
O 0.527 4.619 0.820
C 0.264 2.186 2.798
C 1.075 0.463 6.065
H -0.527 -5.756 -0.506
N 0.052 -4.832 1.299
H -3.167 -1.715 0.200
C 0.217 -1.346 0.027
N -0.541 0.443 -4.204
O -3.321 2.163 -1.880
H 0.958 -0.615 -0.304
C -1.149 -1.023 -0.108
C 1.385 2.165 0.571
H 1.133 -0.635 6.070
C 0.195 1.722 4.095
H 1.147 -6.116 0.035
F 2.525 4.495 -1.219
H 0.083 0.735 6.445
O -0.885 3.122 -0.627
C -1.046 1.691 -4.580
C -1.553 0.276 -0.651
H 1.670 -2.807 0.640
S 0.402 3.482 -0.069
```

Computed properties:
spin multiplicity = 1
HOMO energy = -3.28 eV
electronic energy = -2167.84431 hartree
charge = -1

(4)
This record from OMol25 describes C24H25FMnN4O6S as an isolated structure. The level of theory is the ωB97M-V functional and the def2-TZVPD basis.

Geometry as XYZ:
```
62
Properties=species:S:1:pos:R:3
O -1.669 -2.487 -2.575
H 4.891 4.327 -6.165
C 2.924 2.674 -4.590
O 1.939 -0.779 0.332
O -0.862 -0.382 1.598
N -1.405 0.504 2.435
H 1.935 3.101 -7.921
N 3.733 2.707 -6.948
H 5.572 4.629 -8.389
N 0.819 -0.840 -5.345
C -1.520 0.094 3.717
H 4.329 0.065 0.898
C 0.006 -1.353 -4.372
H -1.113 -0.891 3.886
C 0.878 -2.945 -6.733
C 0.657 0.351 -2.813
C -1.855 1.719 2.000
C 3.562 0.562 1.488
H 0.311 -3.406 -7.529
C -2.466 2.534 2.979
C 1.522 0.341 -5.127
H -3.064 2.785 5.004
O 0.632 0.940 -1.654
C 4.996 3.366 -6.676
H 2.161 2.564 -2.599
C 2.958 3.469 -7.918
H 4.850 1.830 -8.543
H 3.576 0.134 2.492
H 2.392 -2.070 -8.121
N 4.994 2.726 -9.028
H -2.828 3.495 2.646
Mn -0.095 0.237 -0.056
O -1.087 -1.087 -0.959
H 6.747 3.355 -8.023
C 0.847 -1.452 -6.640
C -2.592 2.134 4.280
O 1.322 1.228 0.960
C -0.100 -0.822 -3.130
C 5.689 3.606 -8.036
C -2.105 0.878 4.668
C 2.200 2.105 -3.575
H 5.594 2.713 -6.040
C 3.609 3.237 -9.298
H 2.368 0.478 -7.099
H 5.529 2.594 -9.883
H 2.916 -2.159 -6.369
H 0.287 -0.911 -7.399
H -2.182 0.521 5.683
F 3.586 3.841 -4.336
C 2.208 0.306 0.882
H 3.757 1.629 1.562
C 2.103 -2.149 -7.082
H 3.096 2.469 -9.876
C 1.456 0.919 -3.830
S -1.672 2.191 0.382
C 3.007 2.128 -5.860
C 2.278 0.933 -6.122
C -1.027 -1.531 -2.172
H 0.898 -3.500 -5.806
H 2.932 4.540 -7.679
H -0.569 -2.230 -4.625
H 3.699 4.142 -9.896
```

Computed properties:
spin multiplicity = 6
HOMO energy (spin up / spin down) = -4.50 / -6.88 eV
electronic energy = -3249.02715 hartree
charge = 0